Entry 1:
{"formula": "C25H24Cl2FeN4O2S2", "method": "ωB97M-V/def2-TZVPD", "e_homo_ev": [-10.1692, -10.1802], "total_charge": 1, "spin_multiplicity": 6, "e_lumo_ev": [-2.4911, -6.0222], "total_energy_ha": -4316.85918, "homo_lumo_gap_ev": [7.68, 4.16], "symbols": ["Fe", "C", "C", "C", "C", "C", "C", "C", "C", "C", "H", "H", "H", "H", "H", "H", "H", "H", "H", "H", "H", "H", "Cl", "C", "C", "C", "C", "C", "Cl", "C", "S", "H", "H", "H", "N", "C", "C", "C", "C", "C", "C", "S", "O", "O", "N", "C", "N", "C", "C", "C", "N", "H", "H", "H", "H", "H", "H", "H", "H", "H"], "positions_angstrom": [[-0.142163, 0.060276, -0.244049], [1.014438, -2.629083, 2.229595], [0.234823, -2.338530, 0.981130], [-1.082864, -1.874558, 1.068405], [-1.876247, -1.726083, -0.074054], [-3.340935, -1.407260, 0.055078], [-1.288555, -1.954430, -1.326398], [0.036934, -2.387984, -1.445841], [0.622528, -2.695358, -2.792127], [0.776422, -2.582877, -0.278611], [0.686620, -3.584894, 2.642923], [0.844718, -1.868360, 2.991838], [2.081199, -2.698961, 2.026868], [-1.520867, -1.696819, 2.044704], [-3.885157, -2.326046, 0.280798], [-3.749263, -0.999664, -0.866631], [-3.530803, -0.706234, 0.868821], [-1.882928, -1.841927, -2.227283], [0.454667, -3.749687, -3.022704], [1.691841, -2.499796, -2.815294], [0.159972, -2.095828, -3.574294], [1.803633, -2.921301, -0.357963], [-1.925423, 1.244780, -1.501479], [-2.425232, 2.577131, -0.508884], [-3.458956, 3.351068, -0.961276], [-3.851372, 4.456571, -0.205296], [-3.215298, 4.776456, 0.982970], [-2.174928, 3.990755, 1.439087], [-1.413917, 4.415989, 2.911662], [-1.741601, 2.847155, 0.708819], [-0.460683, 1.891856, 1.282173], [-3.954892, 3.109549, -1.891323], [-4.659738, 5.080488, -0.562214], [-3.522973, 5.636643, 1.560223], [4.842795, 5.727538, -3.312815], [4.167740, 4.549331, -3.155522], [4.837705, 3.323739, -3.284022], [4.161747, 2.135760, -3.118335], [2.801067, 2.153566, -2.830291], [2.120928, 3.359343, -2.695940], [2.797737, 4.549074, -2.854747], [1.939255, 0.657227, -2.642556], [0.605598, 0.806429, -3.179984], [2.763729, -0.415868, -3.122203], [1.644278, 0.464545, -1.035769], [2.565829, 0.484396, -0.030116], [1.963589, 0.346010, 1.172236], [2.748782, 0.402630, 2.244680], [4.115826, 0.571524, 2.146462], [4.627237, 0.676006, 0.861275], [3.870948, 0.636829, -0.230295], [5.798144, 5.727773, -3.615961], [4.351313, 6.600984, -3.314387], [5.896014, 3.319833, -3.515439], [4.666299, 1.184162, -3.210891], [1.058715, 3.356471, -2.483295], [2.275232, 5.493444, -2.757950], [2.259647, 0.317461, 3.208564], [4.746025, 0.621746, 3.020962], [5.691041, 0.800877, 0.691039]], "forces_ev_per_angstrom": [[0.477, -0.219, 0.232], [-0.016, 0.036, 0.003], [0.090, -0.041, 0.072], [-0.078, 0.008, 0.097], [-0.066, 0.005, -0.026], [0.067, 0.030, 0.013], [0.028, -0.042, -0.061], [-0.102, -0.113, -0.188], [-0.002, -0.018, 0.021], [0.080, 0.028, 0.027], [0.012, -0.010, 0.006], [0.006, -0.008, -0.028], [0.009, 0.031, 0.005], [0.012, 0.010, -0.012], [0.000, 0.002, 0.008], [-0.001, 0.011, -0.027], [0.007, 0.005, -0.007], [0.009, 0.060, 0.039], [-0.014, -0.011, 0.001], [-0.018, -0.020, 0.023], [-0.020, 0.012, 0.021], [-0.012, 0.030, -0.008], [-0.164, 0.260, -0.334], [0.076, 0.064, 0.280], [-0.097, 0.056, -0.037], [-0.002, 0.015, -0.021], [-0.053, 0.044, -0.027], [-0.032, -0.088, -0.135], [0.021, -0.009, 0.027], [-0.072, 0.032, 0.003], [-0.182, 0.016, 0.042], [0.021, 0.028, 0.009], [-0.007, -0.016, 0.014], [0.003, -0.006, -0.005], [-0.047, -0.108, 0.108], [0.093, 0.078, -0.062], [0.039, 0.040, 0.013], [-0.079, -0.011, 0.016], [0.016, 0.054, 0.042], [0.041, 0.019, -0.010], [-0.058, 0.021, 0.037], [0.096, -0.294, 0.148], [-0.060, -0.085, 0.028], [0.053, 0.105, 0.010], [-0.208, 0.085, -0.033], [-0.069, 0.068, -0.126], [0.246, -0.116, 0.017], [-0.113, -0.032, -0.029], [0.013, 0.010, 0.012], [0.009, 0.026, -0.103], [0.036, -0.021, -0.021], [-0.004, 0.016, -0.032], [0.007, 0.002, -0.033], [-0.015, -0.016, -0.005], [0.020, 0.029, -0.007], [0.009, 0.008, -0.024], [-0.007, -0.025, -0.007], [-0.008, -0.026, 0.017], [0.006, -0.005, -0.013], [0.003, -0.002, 0.030]]}

Entry 2:
{"formula": "C25H24F3IrN5OS2", "method": "ωB97M-V/def2-TZVPD", "e_above_lowest_kcal_mol": 54.1, "e_homo_ev": -10.2823, "total_charge": 1, "e_lumo_ev": -2.9112, "total_energy_ha": -2516.21511, "homo_lumo_gap_ev": 7.37, "symbols": ["Ir", "O", "N", "C", "C", "C", "C", "C", "S", "H", "H", "H", "H", "C", "C", "C", "C", "N", "C", "C", "C", "C", "C", "C", "C", "H", "H", "H", "H", "H", "H", "H", "H", "C", "N", "C", "S", "N", "C", "H", "H", "H", "H", "H", "H", "H", "H", "F", "C", "F", "F", "C", "C", "C", "N", "C", "C", "H", "H", "H", "H"], "positions_angstrom": [[-0.244087, -0.149250, 0.459140], [1.574194, -0.291677, -1.214391], [2.594562, -1.122207, -1.118812], [3.593962, -0.973293, -2.019402], [4.738895, -1.717501, -1.943852], [4.873344, -2.637309, -0.901868], [3.852523, -2.774735, 0.006000], [2.677034, -2.015731, -0.093837], [1.288484, -2.238019, 0.887682], [3.393575, -0.226507, -2.772289], [5.515186, -1.570527, -2.679672], [5.768234, -3.237168, -0.810607], [3.917214, -3.480140, 0.822087], [2.784485, 2.981645, 0.367518], [2.025598, 4.119709, 0.121312], [0.654708, 4.008429, 0.022503], [0.046954, 2.764027, 0.171618], [0.799542, 1.667534, 0.389815], [2.131553, 1.777323, 0.485923], [-1.395353, 2.513176, 0.119652], [-2.327959, 3.541294, 0.006189], [-3.680980, 3.260789, 0.056471], [-4.088340, 1.948778, 0.244909], [-3.156572, 0.921311, 0.356708], [-1.785708, 1.169481, 0.268522], [3.859961, 3.020762, 0.459728], [2.501760, 5.084544, 0.008752], [0.049499, 4.880846, -0.171206], [2.669427, 0.853886, 0.653480], [-2.007499, 4.568974, -0.106630], [-4.407440, 4.056808, -0.031732], [-5.143413, 1.713370, 0.310188], [-3.526513, -0.086130, 0.495153], [0.031170, -3.241379, -3.217673], [-0.542031, -3.007445, -1.896443], [-1.455995, -2.146439, -1.499058], [-1.733741, -2.022944, 0.233487], [-2.165411, -1.347281, -2.284769], [-2.193964, -1.233527, -3.740435], [0.962313, -3.782895, -3.069585], [0.263898, -2.305215, -3.717929], [-0.622712, -3.849551, -3.839617], [-0.079168, -3.456998, -1.111598], [-2.760432, -0.718509, -1.767031], [-2.229923, -2.212504, -4.208436], [-1.343459, -0.669381, -4.119439], [-3.104603, -0.703803, -4.005738], [-2.128198, -0.026476, 7.104700], [-0.907716, 0.303411, 6.678234], [-0.023013, -0.493677, 7.289705], [-0.656746, 1.560394, 7.066503], [-0.783816, 0.179250, 5.176863], [-1.827077, -0.284273, 4.401458], [-1.650208, -0.371424, 3.033575], [-0.500185, -0.025832, 2.440218], [0.518701, 0.410369, 3.198761], [0.410481, 0.527323, 4.566219], [-2.771342, -0.573232, 4.838186], [-2.441045, -0.721603, 2.388643], [1.437849, 0.641679, 2.688194], [1.255739, 0.880270, 5.139951]], "forces_ev_per_angstrom": [[1.021, -0.879, 0.416], [-0.889, 0.094, -0.748], [0.091, 0.079, 0.284], [-0.008, 0.002, -0.077], [-0.012, 0.008, 0.005], [-0.026, -0.004, 0.007], [0.018, -0.054, 0.024], [-0.196, -0.050, -0.214], [0.245, 0.649, 0.260], [0.011, 0.013, 0.010], [-0.006, -0.001, -0.006], [0.003, 0.006, 0.007], [0.001, 0.011, 0.004], [0.022, -0.019, -0.003], [-0.031, 0.007, 0.003], [0.036, 0.020, -0.020], [0.030, -0.007, -0.091], [0.042, -0.138, 0.432], [0.038, -0.076, -0.036], [-0.044, 0.069, 0.108], [0.008, 0.030, 0.009], [-0.011, -0.009, 0.005], [0.009, -0.030, 0.008], [-0.054, 0.007, -0.176], [0.312, 0.226, -0.254], [-0.001, 0.014, -0.005], [0.004, -0.001, 0.004], [0.000, 0.000, 0.004], [-0.013, 0.031, 0.036], [0.001, -0.004, -0.004], [-0.003, -0.003, 0.001], [-0.007, 0.017, 0.001], [0.021, -0.027, -0.004], [0.066, 0.039, -0.003], [0.067, -0.221, 0.136], [-0.021, 0.153, 0.087], [-0.082, 0.000, -0.170], [0.015, -0.101, -0.026], [0.007, 0.004, 0.005], [-0.016, -0.002, -0.009], [-0.002, 0.005, 0.006], [0.000, 0.004, -0.001], [-0.051, 0.080, -0.088], [-0.032, 0.031, 0.022], [0.000, -0.005, -0.001], [0.005, 0.004, 0.004], [0.000, 0.004, 0.001], [-0.028, -0.010, 0.004], [0.002, 0.000, -0.029], [0.021, -0.020, 0.010], [0.008, 0.031, 0.006], [0.005, -0.006, 0.023], [-0.012, -0.012, -0.012], [0.012, 0.041, 0.054], [-0.606, 0.056, -0.027], [0.019, -0.106, 0.037], [0.008, -0.006, -0.008], [0.001, -0.004, 0.005], [-0.004, 0.038, 0.002], [0.010, 0.021, -0.020], [-0.003, 0.003, 0.004]]}